Record 1
The following is a quantum chemistry calculation of C42H32CdF9GeO5P as an isolated structure at a distorted geometry, from OMol25.

## Properties
lowest unoccupied orbital energy (alpha / beta) = -3.13 / -5.60 eV
electronic energy = -5480.563044 Eh
HOMO-LUMO gap (alpha / beta) = 0.2818 / 0.1912 Ha
<S²> = 0.755
spin multiplicity = 2
net charge = +1
ΔE to the lowest compared entry with this formula, charge and spin = 0.0 kcal/mol

Geometry (Å):
C 2.959 -1.216 3.496
Cd 1.324 -0.694 0.734
O 1.891 -0.768 3.128
P -0.940 0.606 1.559
H 0.996 -3.598 -1.846
H -2.804 -1.613 5.649
H 0.348 1.689 3.760
H -1.572 2.353 -6.487
C 3.819 -2.066 -2.852
C 0.456 -0.576 -4.983
C 5.242 0.250 -2.248
C -2.103 -0.404 0.593
C 4.102 -1.508 2.548
C 0.436 -2.792 -2.320
C 3.177 -0.996 -2.232
H 4.045 -3.741 1.474
Ge 1.244 -1.054 -1.883
F -4.347 -4.153 -1.753
H 4.741 -0.620 2.551
H 1.059 -1.377 -4.572
H 5.654 -2.794 -3.682
C -1.247 -0.203 6.053
F -2.342 -0.947 8.014
C -2.894 2.600 1.713
C -1.172 -0.535 7.519
C -2.653 -2.624 -0.178
H -1.499 3.528 -4.347
H -4.110 -0.270 -2.136
C -1.187 0.245 3.327
H -0.582 -2.817 -1.938
H 3.858 -3.152 -0.182
O 3.648 -1.700 1.233
C 0.362 0.513 -2.742
C 3.471 -3.071 0.834
H -0.819 3.605 -1.979
C 5.872 -0.814 -2.883
C -1.549 2.323 1.477
C -0.659 1.572 -4.700
C 0.127 -0.578 -6.308
F -4.014 6.410 0.413
C -1.109 4.672 1.172
F -3.430 6.767 2.467
H -2.584 -3.699 -0.075
C -2.881 0.140 -0.427
H 0.337 1.681 -0.967
H -0.418 5.479 0.976
H 0.403 -2.947 -3.398
C -0.374 0.749 5.538
C -2.456 4.932 1.364
C -4.002 -2.961 -2.257
H 4.686 -2.353 2.912
C -1.994 -1.793 0.711
C 0.055 0.481 -4.132
C -2.111 -0.900 5.225
O 3.265 -1.445 4.752
C -3.520 -0.689 -1.332
H 0.268 1.310 6.203
C -3.392 -2.065 -1.212
H -0.908 0.450 -7.900
H 2.529 -1.243 5.349
H 3.401 0.993 -1.439
C -0.603 2.734 -2.585
C -2.983 6.341 1.274
C -0.977 2.692 -3.897
H 0.455 -1.384 -6.952
H -4.392 4.126 1.828
H -2.768 -1.210 3.212
H 5.797 1.150 -2.019
H -2.986 1.211 -0.527
C -0.632 0.476 -6.854
C 3.900 0.157 -1.920
H -1.377 -2.231 1.489
H 6.920 -0.742 -3.142
F -0.755 0.509 8.251
C -2.087 -0.669 3.856
H -3.584 1.799 1.949
O 1.049 -2.762 0.895
H 0.392 3.151 1.063
O 1.905 -4.813 0.697
F -3.112 -3.187 -3.250
C 2.020 -3.615 0.822
F -0.276 -1.535 7.713
C -0.341 0.961 4.175
C -1.008 1.528 -6.070
C -0.659 3.360 1.224
F -5.091 -2.416 -2.817
C -3.348 3.904 1.651
C 5.162 -1.969 -3.185
H 3.266 -2.969 -3.082
F -2.044 7.202 0.856
C 0.056 1.630 -2.010

Löwdin atomic charge list, values in e, 2 entries: number 1, C, carries -0.473; number 2, Cd, carries 1.280

=====

Record 2
The following is a quantum chemistry calculation of C42H32ClN3O4RuS as an isolated structure at a distorted geometry, from OMol25.

## Properties
lowest unoccupied orbital energy (alpha / beta) = -3.52 / -4.43 eV
electronic energy = -3037.795070 Eh
HOMO-LUMO gap (alpha / beta) = 0.1888 / 0.2191 Ha
<S²> = 8.801
spin multiplicity = 6
net charge = +1
ΔE to the lowest compared entry with this formula, charge and spin = 69.8 kcal/mol

Geometry (Å):
H -3.156 -1.522 0.432
H -6.987 0.747 -0.238
C 1.942 -1.061 -3.300
H 4.460 3.822 0.362
C 2.042 1.418 0.640
C 2.550 -0.911 -5.623
H 1.869 -4.110 -4.754
O 0.803 1.424 0.702
C -4.104 2.816 3.365
H -4.621 0.914 6.111
H 6.156 0.753 -1.311
C 4.050 2.831 0.330
C -0.082 -5.162 2.628
C 4.920 1.651 0.281
C -5.430 3.400 -1.638
C -6.393 2.428 -1.421
H 1.880 -5.490 3.377
H -2.940 -0.492 4.974
C -0.973 -4.242 2.052
C 1.992 -3.041 -4.664
C -2.564 -2.308 0.892
H -5.325 3.054 5.102
H -5.544 4.106 -2.444
Cl 6.530 2.017 0.985
H -7.268 2.389 -2.050
H 5.844 2.800 -2.645
H -0.420 -6.167 2.815
H 4.352 -0.846 -1.637
H 3.520 3.650 -3.006
H 2.673 -3.243 2.952
H -4.081 -3.814 0.769
C 4.091 0.200 -1.571
C 0.814 -2.525 2.131
C -4.614 2.423 4.592
H 2.040 3.459 -0.001
C 5.161 1.194 -1.249
C -4.308 3.455 -0.829
H 4.944 -0.252 1.383
C 0.258 0.237 -2.009
H 1.648 2.397 -2.032
C 1.753 -0.393 -1.972
C -2.749 0.820 3.301
C 2.379 -2.281 -5.757
N 1.146 -1.236 1.766
C 1.656 -3.485 2.695
C -6.238 1.507 -0.398
C 4.981 2.367 -2.170
O 0.094 1.220 -2.703
C 1.761 -2.433 -3.445
C 2.675 2.576 -0.104
C -3.272 0.430 4.523
H 1.434 -3.025 -2.603
H -1.983 0.218 2.799
C -2.299 -4.557 1.679
H -3.544 4.199 -0.995
O 1.732 -1.279 -0.876
C 2.330 -0.302 -4.404
H 3.160 -1.451 2.180
N -1.966 1.123 0.502
C 2.626 2.123 -1.643
C -0.525 -2.914 1.819
H -1.796 1.252 -0.499
C 2.844 0.639 -1.742
C 4.288 0.525 1.025
H -2.686 -5.550 1.852
C -4.211 1.225 5.162
Ru -0.395 -0.202 0.965
H -4.411 3.750 2.918
O -0.546 -0.416 -1.323
C 2.395 -0.793 1.782
S -2.585 2.499 1.090
H 2.464 0.763 -4.299
C 3.749 2.816 -2.363
C -5.117 1.545 0.412
C -3.077 -3.590 1.086
H -4.979 0.818 1.198
H 2.859 -0.320 -6.473
C -4.169 2.530 0.191
C 2.908 0.391 1.183
C -3.196 1.990 2.716
H 2.373 -1.986 -1.020
H 2.539 -2.757 -6.712
C 1.203 -4.776 2.938
N -1.333 -1.978 1.266

Löwdin atomic charge list, values in e, 2 entries: number 1, H, carries 0.117; number 2, H, carries 0.113

=====

Record 3
The following is a quantum chemistry calculation of C42H32F10N6O3S3V as an isolated structure at a distorted geometry, from OMol25.

## Properties
lowest unoccupied orbital energy (alpha / beta) = 4.11 / 4.11 eV
electronic energy = -5311.187296 Eh
HOMO-LUMO gap (alpha / beta) = 0.1878 / 0.1683 Ha
<S²> = 0.755
spin multiplicity = 2
net charge = -2
ΔE to the lowest compared entry with this formula, charge and spin = 25.5 kcal/mol

Geometry (Å):
C -1.690 4.007 0.738
C 4.159 -1.368 2.700
C -2.758 -3.728 3.349
C -2.119 -2.609 2.839
C 2.636 1.831 -3.804
C 0.738 3.812 1.154
S 1.202 -4.102 -1.287
F 2.514 6.923 1.946
F 3.091 2.728 -4.700
H -3.766 -3.960 3.025
H 3.901 -2.417 0.837
H -6.888 -0.042 2.258
H 2.859 -0.491 -7.924
H 3.624 -2.806 -7.477
C -5.988 -0.210 1.663
C 2.846 -0.224 -2.658
H -1.758 4.649 -0.150
C 2.999 -2.291 -6.758
C 3.356 4.730 1.913
C 2.307 5.605 1.752
C 1.400 -0.997 -4.904
C -5.865 -1.711 1.357
C 1.846 -2.292 -4.655
H 1.426 0.658 -6.250
C -4.796 0.179 2.503
H -5.016 -1.913 0.700
O -0.696 0.138 4.657
C 0.960 1.257 -2.100
H -2.634 -1.976 2.127
C -0.179 -3.113 4.143
C -2.850 2.994 0.767
C 1.861 2.960 1.325
C 1.374 -1.135 2.699
H -0.297 -4.862 5.373
H -2.727 0.856 -1.826
N -0.436 3.262 0.785
C -3.549 0.682 0.375
H -0.564 -1.603 0.715
C 2.122 -0.607 3.745
F 4.434 0.377 -4.321
C 2.570 -0.996 -7.010
C -0.821 -2.294 3.225
O -0.912 1.229 2.704
C 1.047 5.165 1.386
C -1.202 2.313 -1.962
H 0.772 -0.509 -4.169
C 3.507 -0.722 3.742
H -6.113 0.339 0.721
C -0.094 -3.060 -1.837
C 1.711 0.076 -1.935
H -3.039 2.752 1.809
H -2.884 0.733 2.344
H -3.170 -0.253 -0.043
N -0.178 1.452 -1.374
H 0.829 -2.878 4.460
H -1.813 4.666 1.604
C -2.108 -4.549 4.262
H 1.467 -2.238 0.858
H -4.506 0.921 -0.096
F 4.585 5.169 2.261
S -1.483 -2.830 -0.860
C 2.642 -2.945 -5.585
F 1.700 1.614 1.144
F 4.108 2.499 1.848
H -3.762 3.452 0.352
C -0.153 -1.048 2.653
C -2.543 1.850 -1.415
H -1.041 3.376 -1.758
H -5.708 -2.272 2.280
C 1.766 -0.355 -6.075
N 1.437 -2.917 -3.440
H 1.616 -0.098 4.557
H -1.223 2.203 -3.053
N -3.740 0.547 1.820
V -0.523 1.308 0.650
C 3.326 0.657 -3.611
H -2.601 -5.431 4.653
N 0.182 -2.509 -2.982
S 3.685 -4.422 -2.911
N -2.544 1.712 0.065
C -0.632 0.206 3.441
C 2.031 -1.800 1.670
C 2.150 -3.780 -2.687
F 0.940 3.335 -3.292
C 3.114 3.384 1.694
H -3.364 2.515 -1.720
C -0.817 -4.232 4.661
C 1.496 2.118 -3.070
C 3.413 -1.911 1.662
O -0.577 -0.823 1.311
F 3.472 -1.392 -2.466
H -6.764 -2.090 0.869
F 0.093 6.118 1.228
H 2.981 -3.950 -5.390
H 4.078 -0.293 4.557
H 5.239 -1.446 2.695
F 1.278 -0.858 -1.078

Löwdin atomic charge list, values in e, 2 entries: number 1, C, carries -0.197; number 2, C, carries -0.099

=====

Q: Which formula does entry 2 have?
A: C42H32ClN3O4RuS

=====

Q: Which of these has the lowest net charge?
A: C42H32F10N6O3S3V

=====

Q: Number 1 is which compound?
A: C42H32CdF9GeO5P